(1)
{
  "formula": "C6H11ClN",
  "method": "the ωB97M-V functional and the def2-TZVPD basis",
  "elements": ["Cl", "C", "C", "C", "C", "C", "C", "N", "H", "H", "H", "H", "H", "H", "H", "H", "H", "H", "H"],
  "positions_angstrom": [[-1.6093, -0.3133, 2.9659], [-0.0155, -0.1124, 2.0513], [0.0395, -1.0914, 0.9972], [-1.0228, -0.8016, -0.1315], [-0.6361, 0.4354, -1.1156], [0.1464, 1.5671, -0.4446], [1.2715, 1.2382, -1.0198], [0.7403, 0.1238, -1.9022], [0.0938, 0.8449, 1.6465], [0.7241, -0.1761, 2.8292], [-0.3888, -2.0659, 1.3224], [1.0967, -1.3300, 0.6477], [-1.0092, -1.6555, -0.8588], [-2.1175, -0.7242, 0.1920], [-1.3813, 0.6720, -1.7419], [-0.1062, 2.4236, 0.1918], [2.3158, 1.5576, -1.0262], [0.9884, -0.8417, -1.7003], [0.8702, 0.2496, -2.9032]],
  "atomic_forces_ev_per_a": [[0.80, 0.55, -0.59], [-0.87, -0.05, 2.62], [-1.08, -2.84, -2.27], [0.70, 0.49, -2.28], [2.48, -1.45, 3.72], [-0.85, 0.37, -0.56], [1.53, -0.42, -0.84], [-0.69, 0.22, 1.68], [-0.43, 1.62, -0.12], [0.41, -0.44, 0.15], [0.84, 0.41, 0.34], [-1.26, 0.56, 0.10], [-0.18, 0.37, 0.71], [1.78, 0.22, -0.07], [-2.64, 0.88, -2.46], [-0.04, -0.72, -0.20], [-0.46, -0.15, -0.08], [0.52, -0.03, 0.29], [-0.55, 0.40, -0.13]],
  "lowdin_charge": [0.570, -0.539, -0.300, -0.120, -0.102, 0.001, -0.010, 0.153, 0.024, 0.083, 0.119, 0.142, 0.120, 0.134, 0.103, 0.149, 0.139, 0.156, 0.179],
  "homo_lumo_gap_ev": 10.60,
  "homo_ev": -13.95,
  "energy_ev": -20403.7551,
  "smiles": "ClCCC[C@H]1C=C[NH2+]1",
  "total_charge": 1,
  "spin_multiplicity": 1,
  "e_above_lowest_kcal_mol": 32.9
}


(2)
{
  "formula": "C6H11ClN3",
  "method": "the ωB97M-V functional and the def2-TZVPD basis",
  "elements": ["C", "N", "C", "C", "Cl", "N", "C", "C", "N", "C", "H", "H", "H", "H", "H", "H", "H", "H", "H", "H", "H"],
  "positions_angstrom": [[-1.7593, -0.8618, 0.9381], [-0.4308, -1.3055, 0.6881], [-0.1413, -2.7413, 1.0989], [0.5854, -0.2497, 0.6496], [2.0913, -1.0293, -0.1141], [0.5311, 0.9625, -0.3117], [0.7179, 0.8053, -1.7129], [0.7209, 1.9977, -2.3022], [0.5549, 2.9217, -1.2500], [0.4833, 2.2559, -0.0714], [-2.4669, -1.6933, 0.9061], [-1.8185, -0.4105, 1.9446], [-2.0383, -0.1930, 0.1315], [-1.0959, -3.3218, 1.2252], [0.4376, -3.2890, 0.3251], [0.3675, -2.7680, 2.0886], [0.6740, 0.1213, 1.6623], [0.9030, -0.1590, -2.1311], [0.7754, 2.3065, -3.3315], [0.4939, 3.9339, -1.3069], [0.4147, 2.7174, 0.8737]],
  "atomic_forces_ev_per_a": [[-0.41, 0.39, 0.57], [0.83, -0.45, -1.69], [0.31, 0.43, 0.08], [0.61, -2.32, -0.89], [-0.33, 0.04, 1.79], [-0.64, -1.28, -1.26], [-0.36, -0.83, 0.82], [-0.46, 1.39, 1.10], [0.10, -0.61, 0.77], [-0.23, 0.35, -1.61], [0.24, 0.09, -0.01], [-0.46, 0.27, -0.28], [-0.40, 0.51, 0.19], [0.73, 1.07, -0.26], [-0.17, 0.58, 0.61], [-0.10, -0.10, -0.68], [0.94, 0.68, 0.11], [-0.26, -0.22, -0.12], [0.12, -0.06, 0.06], [0.12, -0.31, -0.14], [-0.17, 0.38, 0.84]],
  "lowdin_charge": [-0.102, -0.293, -0.064, -0.461, 0.697, -0.041, -0.073, 0.003, 0.120, -0.024, 0.094, 0.097, 0.081, 0.099, 0.071, 0.091, 0.129, 0.102, 0.140, 0.180, 0.157],
  "homo_lumo_gap_ev": 9.00,
  "homo_ev": -12.35,
  "energy_ev": -23385.2758,
  "smiles": "CN(C)[C@@H](Cl)n1cc[nH+]c1",
  "total_charge": 1,
  "spin_multiplicity": 1,
  "e_above_lowest_kcal_mol": 19.7
}


(3)
{
  "formula": "C6H11ClN4O2",
  "method": "the ωB97M-V functional and the def2-TZVPD basis",
  "elements": ["C", "C", "N", "C", "N", "C", "N", "C", "Cl", "C", "N", "O", "O", "H", "H", "H", "H", "H", "H", "H", "H", "H", "H", "H"],
  "positions_angstrom": [[-1.3506, 3.7507, -0.7173], [-1.1809, 2.4645, 0.0959], [-1.0859, 1.3361, -0.5818], [-0.9981, 0.2761, -1.0248], [-0.7893, -0.7385, -1.8429], [-0.2798, -1.9376, -1.7674], [0.3158, -2.4860, -0.7920], [0.1149, -2.0548, 0.6460], [-1.1358, -3.0384, 1.4276], [1.4377, -2.0719, 1.3654], [1.8608, -0.9436, 1.8886], [1.4401, 0.1864, 1.6949], [3.0818, -1.1226, 2.5420], [-0.8888, 4.4388, -0.1144], [-0.7724, 3.7267, -1.6812], [-2.3553, 4.0958, -1.1037], [-1.9082, 2.2126, 0.9257], [-0.2281, 2.4769, 0.5630], [-1.0507, -0.5404, -2.8089], [-0.1513, -2.3402, -2.7785], [0.8805, -3.4087, -0.9378], [-0.1399, -1.0071, 0.5730], [1.8341, -3.0198, 1.6411], [3.3492, -0.2549, 2.7877]],
  "atomic_forces_ev_per_a": [[-1.18, -0.94, -3.07], [-1.60, 2.58, 2.72], [-0.11, -5.93, -3.22], [0.23, 2.31, 0.79], [-1.98, 1.81, -1.44], [2.49, -1.95, -1.34], [0.78, -2.72, 1.80], [1.38, 0.26, -0.07], [0.34, 0.33, -0.49], [-1.59, 0.21, 0.00], [1.61, -1.39, -0.99], [-0.29, 0.39, 0.30], [-1.54, -1.29, -0.57], [0.72, 2.20, 1.24], [-0.08, -0.31, 1.04], [0.75, -0.79, 1.22], [0.34, 0.97, -0.78], [1.12, 0.63, 0.87], [-0.31, 0.43, 0.09], [-0.15, -0.46, 0.49], [-1.54, 1.99, 0.12], [-0.55, 0.15, 0.37], [0.70, -0.23, 0.37], [0.46, 1.74, 0.54]],
  "lowdin_charge": [-0.003, -0.187, 0.228, 0.095, 0.187, -0.063, 0.131, -0.632, 0.763, -0.044, -0.293, 0.037, 0.154, 0.057, 0.112, 0.123, 0.196, 0.144, 0.215, 0.201, 0.249, 0.068, 0.140, 0.123],
  "homo_lumo_gap_ev": 7.50,
  "homo_ev": -16.47,
  "energy_ev": -28954.6647,
  "smiles": "CC[N+]#CN/C=[NH+]\\[C@@H](Cl)/C=[N+](\\[O-])O",
  "total_charge": 2,
  "spin_multiplicity": 1,
  "e_above_lowest_kcal_mol": 123.8
}


(4)
{
  "formula": "C6H11ClSi",
  "method": "the ωB97M-V functional and the def2-TZVPD basis",
  "elements": ["C", "C", "C", "C", "C", "C", "Si", "Cl", "H", "H", "H", "H", "H", "H", "H", "H", "H", "H", "H"],
  "positions_angstrom": [[0.0789, 1.6886, -1.3477], [-0.1671, 1.5383, 0.0041], [0.4248, 0.5874, -2.2359], [1.7925, -0.0288, -1.7762], [-0.7054, -1.7240, 0.1801], [-0.0152, -0.0856, 2.8230], [-0.0087, -0.0603, 0.9017], [3.1349, 1.0570, -1.8655], [0.1321, 2.7819, -1.8067], [-0.2542, 2.3291, 0.7169], [-0.3436, -0.2939, -2.1590], [0.2601, 0.7972, -3.3453], [2.2126, -0.8670, -2.5046], [-0.1902, -2.2364, -0.5017], [-0.5444, -2.3307, 1.0997], [-1.7929, -1.9386, 0.0699], [-0.1855, -0.8848, 3.5114], [0.9316, 0.2655, 3.1010], [-0.8143, 0.5412, 3.1858]],
  "atomic_forces_ev_per_a": [[-0.71, 3.46, 1.39], [0.42, -1.02, -1.18], [-1.11, -3.01, -0.65], [0.10, -1.58, -2.94], [-2.36, 1.37, 4.56], [-1.08, 0.35, -1.09], [-0.16, -1.89, -1.30], [0.37, 0.88, 0.51], [-0.20, -2.37, 1.11], [-0.12, 1.09, -0.21], [1.25, 1.34, 0.36], [1.06, 0.25, 1.28], [-1.53, 1.01, 1.89], [2.15, -1.48, -3.15], [0.17, 0.12, -0.24], [0.50, 0.87, -0.34], [0.01, -1.62, -0.54], [1.29, 1.11, 0.60], [-0.05, 1.12, -0.06]],
  "lowdin_charge": [-0.256, -0.235, -0.359, -0.608, -0.221, -0.208, 0.834, 0.539, 0.141, 0.032, 0.116, 0.122, 0.062, -0.048, 0.017, 0.041, 0.020, -0.009, 0.018],
  "homo_lumo_gap_ev": [7.97, 6.13],
  "homo_ev": [-8.22, -6.59],
  "energy_ev": -26795.4851,
  "spin_multiplicity": 1,
  "e_above_lowest_kcal_mol": 114.6
}


(5)
{
  "formula": "C6H11F",
  "method": "the ωB97M-V functional and the def2-TZVPD basis",
  "elements": ["C", "C", "C", "C", "F", "C", "C", "H", "H", "H", "H", "H", "H", "H", "H", "H", "H", "H"],
  "positions_angstrom": [[1.5094, -0.3195, 1.1388], [0.1001, -0.5151, 0.6144], [-0.8419, 0.0047, 1.6075], [0.0101, 0.2884, -0.6654], [0.4884, 1.6119, -0.4227], [0.1682, -0.0782, -2.1109], [-1.1965, 0.3116, -1.5701], [2.2488, -0.6312, 0.4352], [1.6768, -0.7592, 2.0897], [1.6837, 0.7691, 1.1559], [-0.0755, -1.5505, 0.3738], [-0.7460, -0.5357, 2.5621], [-1.8770, -0.1714, 1.2396], [-0.7086, 1.0800, 1.8423], [0.4286, -1.1212, -2.3481], [0.6698, 0.7267, -2.6956], [-1.5624, 1.3059, -1.8176], [-1.9759, -0.4161, -1.4288]],
  "atomic_forces_ev_per_a": [[0.17, 1.26, -0.81], [1.84, 0.48, -1.23], [-2.23, 0.24, 1.28], [-0.76, 1.27, -0.55], [-0.40, -0.67, -0.23], [0.71, 0.16, 0.17], [0.42, 0.35, 0.31], [0.58, -0.75, -0.49], [0.15, -0.40, 0.87], [-0.08, -0.42, 0.63], [-0.24, -0.52, -0.06], [-0.03, 0.11, -0.25], [0.41, 0.36, 0.42], [-0.01, -0.56, -0.37], [-0.33, 0.62, -0.06], [-0.34, -0.99, 0.41], [0.13, -0.23, -0.07], [-0.01, -0.32, 0.02]],
  "lowdin_charge": [-0.062, -0.386, -0.084, -0.430, -0.026, -0.050, -0.064, 0.074, 0.070, 0.090, 0.145, 0.088, 0.092, 0.103, 0.111, 0.121, 0.110, 0.099],
  "homo_lumo_gap_ev": 11.21,
  "homo_ev": -10.09,
  "energy_ev": -9116.8678,
  "smiles": "CC(C)C1(F)CC1",
  "spin_multiplicity": 1,
  "e_above_lowest_kcal_mol": 13.9
}